[1]
{
  "formula": "C11H24BF4NO2S",
  "method": "ωB97M-V/def2-TZVPD",
  "e_lumo_ha": -0.024,
  "homo_ev": -5.88,
  "multiplicity": 1,
  "elements": ["C", "C", "C", "C", "C", "C", "S", "B", "N", "O", "C", "F", "F", "C", "F", "F", "H", "H", "H", "H", "H", "H", "H", "H", "H", "H", "H", "H", "H", "H", "H", "H", "H", "C", "C", "C", "O", "H", "H", "H", "H", "H", "H", "H"],
  "positions_angstrom": [[2.49675, -0.86833, -0.93470], [2.88429, 0.28912, -1.88540], [1.71743, 1.23476, -2.21281], [1.73464, 2.54577, -1.39540], [0.35622, 3.26631, -1.52854], [-0.41488, 3.31215, -0.20368], [-1.94196, 2.30414, -0.01637], [-1.32100, 0.73602, 1.00139], [0.06253, 0.46275, 1.24377], [-2.35007, 0.04706, 1.41771], [-2.60059, 1.79209, -1.64792], [-2.59927, 2.88375, -2.44453], [-3.90241, 1.53544, -1.41276], [-2.04805, 0.60474, -2.44952], [-1.49586, -0.36233, -1.70432], [-1.18191, 0.98799, -3.41115], [2.88317, -0.70233, 0.06857], [1.41682, -0.97711, -0.84217], [2.85875, -1.81238, -1.32752], [3.78184, 0.80652, -1.55183], [3.15213, -0.19935, -2.82338], [0.80508, 0.71862, -1.91778], [1.66145, 1.50637, -3.26430], [2.52027, 3.16597, -1.82244], [1.97868, 2.34973, -0.35178], [-0.16901, 2.87425, -2.39139], [0.60823, 4.29619, -1.77887], [0.23458, 3.11193, 0.64079], [-0.78610, 4.32144, -0.04286], [0.66906, 0.65419, 0.45126], [0.45437, 0.99176, 2.01628], [-2.04548, -0.80784, 1.84887], [-2.89487, 0.16873, -2.98512], [0.50006, -3.38393, 3.59059], [-1.00401, -3.27462, 3.28161], [-1.39904, -4.46852, 2.39228], [-1.24182, -2.10993, 2.61708], [1.09331, -3.34737, 2.67319], [0.82116, -2.56815, 4.24260], [0.73555, -4.32747, 4.10297], [-1.52811, -3.43095, 4.25179], [-0.84563, -4.45618, 1.44990], [-2.46725, -4.44466, 2.16610], [-1.18903, -5.42630, 2.88977]],
  "forces_ev_per_a": [[0.07, 0.59, 0.08], [-0.46, -0.80, -0.84], [0.35, 0.36, 1.41], [-0.58, -0.52, -0.95], [1.58, 0.23, 0.41], [-0.65, 0.77, -1.04], [0.50, 0.36, 0.61], [0.15, -1.94, 0.68], [0.09, 1.48, -0.75], [-0.18, 0.94, -0.60], [-0.58, 0.79, -0.51], [0.40, -0.05, 0.10], [0.27, -0.39, 0.40], [-0.54, -1.05, -1.21], [0.24, 0.43, 0.48], [0.32, 0.33, 0.42], [0.05, -0.22, 0.10], [-0.07, -0.01, -0.05], [0.21, -0.12, 0.21], [-0.04, 0.18, 0.10], [0.21, 0.14, -0.10], [-0.15, -0.16, -0.41], [-0.05, -0.15, -0.12], [0.08, 0.20, 0.24], [0.08, 0.03, 0.08], [-0.30, -0.08, 0.14], [-0.37, 0.16, 0.01], [-0.18, -0.54, 0.16], [-0.17, 0.02, -0.04], [0.05, -0.13, 0.00], [-0.01, -0.55, 0.42], [0.40, -1.56, 1.07], [-0.21, 0.05, 0.20], [0.07, -0.37, 0.43], [0.52, -0.19, -1.06], [-0.06, -0.49, 0.37], [-0.71, 1.39, -0.20], [-0.13, 0.08, -0.08], [-0.06, 0.07, -0.06], [0.02, 0.04, -0.01], [-0.17, 0.35, -0.05], [0.03, 0.17, 0.01], [0.00, 0.11, -0.02], [-0.03, 0.01, -0.04]]
}

[2]
{
  "formula": "C11H24FNOS",
  "method": "ωB97M-V/def2-TZVPD",
  "e_lumo_ha": [-0.165, -0.165],
  "charge": 1,
  "homo_ev": [-10.90, -11.60],
  "multiplicity": 2,
  "elements": ["C", "C", "F", "S", "H", "H", "H", "H", "H", "H", "C", "C", "C", "C", "C", "C", "N", "O", "C", "C", "C", "H", "H", "H", "H", "H", "H", "H", "H", "H", "H", "H", "H", "H", "H", "H", "H", "H", "H"],
  "positions_angstrom": [[-1.95076, 2.05660, 3.03801], [-3.13868, 1.00403, 3.02817], [-2.94770, 0.21782, 1.87601], [-4.72777, 1.93739, 2.70623], [-0.99020, 1.50463, 2.78932], [-1.87468, 2.46539, 4.09166], [-2.11598, 2.86547, 2.27165], [-3.17759, 0.35124, 3.93892], [-5.79316, 1.33661, 3.34910], [-4.59673, 3.26356, 3.06443], [0.48125, -2.68611, -0.79993], [0.30654, -1.25760, -0.21671], [-0.69363, -0.43564, -1.06016], [-0.11825, 0.11518, -2.35644], [1.16162, 0.89028, -2.07148], [2.20293, 0.04495, -1.31796], [1.64154, -0.60352, -0.09054], [1.54114, 0.34217, 0.85313], [2.76774, -1.01650, -2.29005], [3.42510, 0.93391, -1.00070], [-0.37914, -1.50702, 1.14657], [1.42486, -2.84439, -1.31489], [0.47656, -3.44332, -0.01182], [-0.31934, -2.93755, -1.49941], [-1.05657, 0.41412, -0.46845], [-1.57729, -1.03928, -1.28659], [0.05976, -0.69505, -3.06915], [-0.84899, 0.78021, -2.82587], [1.58191, 1.25121, -3.01466], [0.91153, 1.78498, -1.48918], [3.44966, -1.69801, -1.77513], [3.33370, -0.54047, -3.09436], [1.99823, -1.60591, -2.78767], [3.16078, 1.82006, -0.42076], [3.88756, 1.29540, -1.92186], [4.18464, 0.37450, -0.44857], [0.28770, -2.02998, 1.83710], [-1.27124, -2.12588, 1.01686], [-0.70708, -0.58348, 1.62520]],
  "forces_ev_per_a": [[-0.43, -0.39, 0.71], [2.62, -0.05, -0.86], [-1.09, 0.89, 1.63], [-0.36, -0.39, -1.25], [-1.26, 0.54, 0.26], [-0.01, -0.21, -1.32], [0.21, -0.80, 0.81], [-0.32, 0.62, -0.92], [0.78, 0.82, 0.27], [-0.17, -1.02, 0.66], [0.29, -0.23, -0.26], [-0.96, -1.93, -0.12], [0.16, 0.43, -0.19], [-0.02, 0.01, -0.01], [-0.42, -0.04, 0.18], [1.55, -0.25, -1.66], [-1.59, 3.39, 1.38], [0.56, -1.47, -0.73], [-0.19, -0.30, -0.10], [-0.27, 0.11, 0.68], [0.49, 0.51, 0.32], [-0.07, 0.18, -0.05], [-0.10, 0.17, 0.04], [0.01, 0.05, 0.06], [0.17, -0.03, 0.12], [0.15, -0.16, 0.20], [0.05, 0.02, 0.03], [0.02, -0.08, 0.00], [0.22, -0.12, 0.15], [0.08, -0.10, 0.12], [-0.09, 0.04, 0.02], [-0.06, 0.15, 0.19], [0.02, -0.02, 0.10], [-0.06, -0.19, 0.08], [-0.21, -0.23, -0.06], [-0.10, 0.02, 0.00], [0.01, 0.07, -0.10], [0.16, -0.02, -0.29], [0.23, -0.02, -0.09]]
}

[3]
{
  "formula": "C11H24MnN5S",
  "method": "ωB97M-V/def2-TZVPD",
  "e_lumo_ha": [-0.546, -0.547],
  "charge": 3,
  "homo_ev": [-21.68, -21.71],
  "multiplicity": 2,
  "elements": ["Mn", "C", "C", "N", "C", "C", "N", "C", "C", "C", "N", "C", "C", "N", "C", "H", "H", "H", "H", "H", "H", "H", "H", "H", "H", "H", "H", "H", "H", "H", "H", "H", "H", "H", "H", "H", "H", "H", "H", "S", "C", "N"],
  "positions_angstrom": [[0.42483, -0.72139, -0.75679], [2.44023, 0.50458, 1.90712], [1.02613, 0.03651, 2.26795], [0.41352, -0.95194, 1.31463], [-0.95237, -1.33080, 1.80414], [-1.55092, -2.28444, 0.81376], [-1.33443, -1.74563, -0.56832], [-2.49922, -1.00183, -1.16434], [-2.89244, 0.26374, -0.43893], [-1.78760, 1.28861, -0.16884], [-0.46376, 1.07111, -0.84971], [0.49530, 2.11606, -0.35335], [1.87902, 1.80679, -0.83872], [2.16350, 0.35513, -0.61883], [2.98710, 0.00674, 0.59007], [3.14607, 0.15640, 2.66191], [2.48396, 1.59350, 1.95716], [0.32560, 0.86662, 2.33335], [1.03642, -0.42389, 3.25641], [0.97741, -1.80615, 1.39139], [-1.53466, -0.41928, 1.90691], [-0.88667, -1.78851, 2.79239], [-2.61528, -2.43188, 1.00241], [-1.07301, -3.26359, 0.87186], [-1.21922, -2.56162, -1.17001], [-3.35333, -1.68158, -1.16703], [-2.25207, -0.80468, -2.20916], [-3.38177, 0.02692, 0.50704], [-3.67094, 0.71771, -1.05367], [-1.57298, 1.37096, 0.89419], [-2.13450, 2.27573, -0.48006], [-0.59858, 1.22730, -1.84985], [0.44481, 2.12155, 0.73142], [0.17118, 3.09960, -0.69823], [2.62045, 2.41998, -0.32531], [1.97333, 2.00848, -1.90694], [2.74220, 0.06066, -1.40154], [3.98549, 0.42497, 0.44543], [3.11772, -1.07919, 0.58074], [0.70050, -1.26103, -2.77568], [0.26064, -0.41319, -4.13392], [-0.04166, 0.15095, -5.10104]],
  "forces_ev_per_a": [[-0.30, 0.50, -0.56], [-0.03, 0.00, -0.01], [-0.13, -0.03, 0.07], [0.19, -0.07, -0.06], [0.11, 0.04, 0.09], [-0.14, 0.00, 0.01], [0.18, -0.12, 0.10], [-0.04, -0.10, -0.06], [-0.05, 0.03, 0.00], [-0.03, 0.07, 0.04], [-0.01, -0.16, -0.21], [-0.12, 0.14, 0.01], [0.15, -0.01, -0.16], [0.10, -0.34, 0.35], [0.15, 0.11, 0.03], [-0.03, 0.02, 0.04], [0.02, 0.00, -0.03], [0.00, 0.03, -0.01], [-0.06, -0.07, -0.01], [0.02, -0.01, 0.13], [0.00, 0.02, 0.00], [0.04, 0.01, 0.02], [-0.01, -0.02, -0.06], [0.02, 0.00, -0.03], [-0.07, -0.04, 0.01], [0.02, -0.05, -0.03], [0.04, 0.00, 0.00], [0.01, -0.01, 0.00], [-0.01, 0.01, 0.02], [0.04, -0.04, 0.01], [0.09, 0.05, -0.01], [-0.06, 0.12, -0.03], [-0.04, -0.04, 0.02], [-0.05, -0.01, -0.01], [0.03, -0.01, -0.01], [0.02, -0.03, -0.01], [0.02, -0.03, 0.00], [0.00, 0.03, -0.07], [-0.02, -0.02, -0.01], [0.16, -0.36, 0.35], [-0.25, 0.43, -0.07], [0.04, -0.06, 0.16]]
}

[4]
{
  "formula": "C11H24O8",
  "method": "ωB97M-V/def2-TZVPD",
  "e_lumo_ha": 0.015,
  "homo_ev": -10.06,
  "multiplicity": 1,
  "elements": ["C", "C", "O", "C", "O", "O", "C", "O", "C", "C", "O", "C", "C", "H", "H", "H", "H", "H", "H", "H", "H", "H", "H", "H", "H", "C", "O", "H", "H", "H", "H", "C", "O", "H", "H", "H", "H", "C", "O", "H", "H", "H", "H"],
  "positions_angstrom": [[-2.90479, 3.91556, 0.81939], [-2.65504, 3.61956, -0.30242], [-2.11097, 3.16382, -1.41357], [-1.93161, 1.79512, -1.47100], [-1.70049, 1.29015, -2.51041], [-2.04923, 1.13113, -0.31580], [-0.85195, 1.15790, 0.45121], [-0.04390, 0.09412, 0.07077], [1.32831, 0.44239, -0.00151], [1.69174, 1.42896, -1.13169], [2.45932, 2.51018, -0.64354], [1.77275, 3.73952, -0.54035], [1.49461, 4.14819, 0.91472], [-3.21231, 4.11354, 1.80589], [-0.35061, 2.12263, 0.38179], [-1.16445, 1.00927, 1.48001], [1.71831, 0.83886, 0.93429], [1.86098, -0.48169, -0.18244], [2.30179, 0.92577, -1.87335], [0.78360, 1.73998, -1.64716], [2.40354, 4.49318, -1.00208], [0.83153, 3.75973, -1.09000], [1.58460, 3.25875, 1.53281], [0.48504, 4.52376, 1.04525], [2.18231, 4.90004, 1.27603], [-2.33705, -2.03200, -4.02088], [-1.14971, -1.37925, -4.45067], [-2.47134, -2.91950, -4.63465], [-2.25758, -2.33301, -2.97238], [-3.20539, -1.37913, -4.14481], [-1.04126, -0.59714, -3.90207], [2.26046, -3.13680, 1.46528], [1.26426, -2.41294, 2.18850], [3.09850, -3.30846, 2.13448], [1.87097, -4.10004, 1.12806], [2.60392, -2.56200, 0.60189], [0.52556, -2.25887, 1.59031], [-0.80013, -5.47451, 3.02452], [0.16900, -4.81393, 3.82576], [-0.94137, -6.47519, 3.42545], [-1.75705, -4.94492, 3.05238], [-0.45969, -5.55520, 1.98695], [0.29019, -3.92901, 3.46473]],
  "forces_ev_per_a": [[-0.41, 0.21, 0.47], [1.02, -0.32, -0.33], [-0.52, 0.01, 0.08], [-0.08, -0.53, -0.26], [0.17, -0.09, -0.80], [-0.06, 0.50, 0.01], [-0.03, -0.52, 0.85], [0.02, 0.24, -0.17], [0.66, -0.02, -0.50], [0.08, -0.31, 0.39], [-0.40, 0.03, -0.35], [0.05, 0.83, 0.45], [-0.10, -0.47, -0.15], [-0.20, 0.28, 0.34], [0.06, 0.13, -0.23], [-0.22, 0.07, 0.15], [-0.17, 0.11, 0.24], [-0.07, -0.33, 0.07], [0.11, -0.17, -0.13], [-0.06, 0.25, -0.05], [0.12, 0.11, -0.15], [-0.04, -0.39, -0.25], [0.09, -0.02, 0.23], [-0.19, 0.17, -0.05], [0.22, 0.07, 0.11], [0.17, 0.24, 0.05], [-0.04, -0.13, 0.00], [0.03, 0.00, -0.03], [-0.10, -0.05, 0.00], [-0.07, -0.08, 0.03], [-0.01, 0.11, 0.02], [-0.22, 0.04, -0.03], [-0.07, -0.13, 0.03], [-0.03, 0.02, 0.05], [0.10, -0.03, -0.02], [0.07, -0.06, -0.01], [0.01, 0.15, -0.03], [0.19, 0.28, 0.08], [-0.15, -0.16, -0.02], [0.02, -0.01, 0.02], [-0.06, -0.09, -0.07], [-0.10, -0.07, -0.03], [0.23, 0.12, -0.01]]
}